ORCA calculation (ωB97M-V/def2-TZVPD) on a structure of composition C7H15Cl2N2OP at a distorted geometry.

Output
HOMO level (spin up / spin down): -6.85 / -6.85 eV
energy relative to the best compared isomer or geometry (same formula, charge and spin): 336.3 kJ/mol
gap between HOMO and LUMO (spin up / spin down): 6.11 / 6.11 eV

The geometry in XYZ format:
```
28
Properties=species:S:1:pos:R:3:forces:R:3:mulliken_charge:R:1
C 0.7482 -0.4809 0.0382 -1.2 0.0 -1.7 0.365
C -2.0970 -0.5486 -0.6278 1.2 -0.4 -0.2 -0.122
C 1.0755 -0.0465 -1.3619 -1.2 -1.0 0.5 -1.163
C -1.5402 2.3211 -1.3958 -0.4 -2.2 -3.4 -1.025
C -0.4635 2.7905 0.6533 3.9 3.9 -0.1 -1.144
C 2.1641 -2.5003 0.1202 1.1 -2.4 -1.3 -0.856
C 0.6600 -1.9007 1.8917 -2.1 -1.8 -0.5 -1.025
N -0.8909 1.8075 -0.2077 -1.6 -0.7 -1.5 0.311
N 1.1869 -1.5563 0.5926 0.6 0.9 0.5 0.203
O -1.1606 0.3632 1.8980 0.2 0.0 2.1 -0.832
P -0.9511 0.2712 0.4686 -0.4 0.9 -1.8 0.387
Cl -3.5169 -0.6201 0.3746 -1.2 -0.1 0.2 -0.187
Cl -1.5428 -2.2396 -0.9787 0.1 -0.3 -0.2 -0.216
H 0.0768 0.2331 -1.8053 1.2 -0.1 0.1 0.326
H 1.5097 -0.8665 -1.8983 0.3 -0.4 -0.5 0.440
H 1.7591 0.7693 -1.3529 0.4 0.9 -0.1 0.290
H -0.9340 2.6681 -2.2777 1.1 -0.7 0.9 0.323
H -2.1215 1.4804 -1.9061 0.4 1.2 1.1 0.380
H -2.1208 3.2197 -1.3910 -1.0 0.3 1.6 0.478
H -0.8921 2.8666 1.6061 -0.9 -0.4 1.4 0.358
H 0.6654 2.6444 0.7852 -1.1 0.6 0.3 0.255
H -0.5695 3.8605 0.2125 0.2 -1.9 0.4 0.345
H 2.1151 -3.4417 0.7680 -0.2 1.4 -1.2 0.302
H 2.0438 -2.7931 -0.9608 -0.4 0.3 1.1 0.312
H 3.2198 -2.2181 0.1686 -0.2 0.7 0.3 0.369
H 0.8078 -1.1662 2.6108 -0.3 1.7 0.9 0.370
H -0.4226 -2.1789 1.7001 1.2 0.4 0.8 0.339
H 1.1913 -2.7383 2.2752 0.2 -0.9 0.1 0.418
```
Forces are in eV/Å.

ORCA calculation (ωB97M-V/def2-TZVPD) on an isolated molecule of C4H6ClFN2 at a distorted geometry.

Output
HOMO level: -8.48 eV
energy relative to the best compared isomer or geometry (same formula, charge and spin): 179.6 kJ/mol
gap between HOMO and LUMO: 9.18 eV
SMILES: CN/C=N\C=C(/F)Cl

The geometry in XYZ format:
```
14
Properties=species:S:1:pos:R:3:forces:R:3:mulliken_charge:R:1
C 1.7678 1.4795 0.4552 2.9 2.6 -0.5 -0.883
N 2.7157 0.4193 -0.0047 -0.9 -0.3 0.9 -0.226
C 2.2519 -0.8724 -0.1298 -1.5 1.3 0.0 0.051
N 1.0410 -1.1656 -0.4149 0.4 -0.7 0.5 -0.581
C 0.1082 -0.1497 -0.6305 0.0 -0.8 -0.6 -0.502
C -1.0712 -0.3015 -0.0497 -2.4 0.3 0.1 0.414
F -1.4233 -1.3315 0.7434 1.1 0.0 -0.3 -0.218
Cl -2.5634 0.6685 -0.1405 1.4 0.0 -0.4 -0.188
H 2.2712 2.0965 1.3127 -0.7 -1.0 -1.7 0.277
H 0.8283 1.1558 0.8467 -0.1 -0.3 0.0 0.374
H 1.6674 2.1067 -0.5075 -0.4 -0.2 2.1 0.293
H 3.6677 0.5906 0.2521 0.2 -0.3 0.1 0.252
H 2.8488 -1.7030 0.1267 1.3 -0.6 -0.1 0.411
H 0.4669 0.6600 -1.2676 -1.1 -0.1 0.0 0.527
```
Forces are in eV/Å.

ORCA calculation (ωB97M-V/def2-TZVPD) on a structure of composition C34H87Ca3N5O16S at a distorted geometry.

Output
HOMO level: -15.32 eV
energy relative to the best compared isomer or geometry (same formula, charge and spin): 0.0 kJ/mol
gap between HOMO and LUMO: 5.80 eV
net charge: +4

The geometry in XYZ format:
```
146
Properties=species:S:1:pos:R:3:forces:R:3:mulliken_charge:R:1
Ca -1.9235 -0.8360 -2.6400 -0.4 0.4 -0.4 1.545
Ca 2.9597 -2.0260 0.9487 0.2 0.4 0.0 1.118
Ca -1.9743 -0.3951 2.9015 -0.9 -0.2 0.2 2.102
S -0.4376 -0.7291 0.4861 -0.6 1.4 -0.4 -0.175
O -0.6006 0.4032 1.4344 1.5 1.4 -0.5 -0.489
O -1.5383 -1.5823 0.9653 -0.5 -2.2 0.5 -1.355
O -0.7432 -0.3153 -0.9059 1.4 -0.4 1.6 1.343
O 0.8803 -1.3426 0.6546 -0.8 0.5 -0.6 -0.226
C -3.0603 2.2498 -3.0904 -0.3 0.9 0.0 -0.505
O -2.8529 1.2324 -2.0901 -0.1 -0.2 -0.3 -0.440
H -2.7690 1.8798 -4.0711 0.0 -0.2 0.1 0.205
H -4.1069 2.5540 -3.1181 0.0 -0.2 -0.1 0.473
H -2.4653 3.1395 -2.8729 0.1 -0.2 0.1 0.066
H -3.1881 1.5457 -1.2457 0.1 0.1 0.0 0.104
C 3.0802 -6.9789 5.6802 0.1 -1.3 -0.4 -0.775
O 3.4400 -6.0692 4.6467 -0.3 0.6 0.5 -0.336
C 2.3981 -5.1975 4.3233 0.1 -0.4 -0.4 -0.531
C 2.9306 -4.3222 3.2035 0.5 0.3 0.0 -0.858
N 1.9171 -3.3986 2.5988 0.2 -1.1 0.0 0.296
C 1.0019 -4.1769 1.7138 -1.0 -0.2 -0.1 -0.491
C 1.5988 -4.7181 0.3904 -0.4 0.1 0.8 -0.882
O 1.9520 -3.6014 -0.4358 0.9 -0.2 0.1 0.271
C 2.5542 -3.9833 -1.6787 -0.5 0.1 -0.6 -0.723
H 3.9529 -7.5936 5.8919 0.1 0.3 0.1 0.287
H 2.3506 -7.7010 5.2921 -0.2 0.2 0.1 0.329
H 2.6964 -6.5371 6.5994 0.1 0.4 -0.1 0.310
H 2.0843 -4.5413 5.1490 0.1 -0.1 0.2 0.341
H 1.5171 -5.7723 4.0110 -0.1 0.0 0.0 0.367
H 3.3992 -4.9212 2.4202 -0.2 -0.2 0.1 0.308
H 3.7491 -3.7440 3.6462 -0.1 0.2 -0.1 0.317
H 1.3558 -3.1389 3.4067 -0.1 0.5 -0.3 0.099
H 0.1300 -3.5879 1.4190 0.3 0.5 0.1 -0.150
H 0.5245 -4.9257 2.3487 0.4 -0.8 -0.6 0.677
H 0.8352 -5.2619 -0.1696 0.0 -0.4 0.4 0.425
H 2.4759 -5.3459 0.5649 -0.1 -0.1 -0.2 0.646
H 2.8799 -3.0599 -2.1582 0.2 0.0 0.0 0.179
H 1.7982 -4.4199 -2.3365 0.0 -0.1 0.1 0.089
H 3.3752 -4.6974 -1.6004 0.1 0.1 0.4 0.404
C -1.4527 5.2507 4.1647 -0.5 -0.2 0.6 -0.760
O -1.5341 3.8473 4.4882 0.0 0.6 -0.3 -0.366
C -0.7161 3.0529 3.6795 -0.6 -1.4 0.9 -0.080
C -0.3170 1.8397 4.5353 0.8 0.9 -0.1 -0.294
N -1.3551 0.8213 4.8142 0.7 0.0 0.3 -0.476
C -2.5651 1.3029 5.5197 -0.4 -0.5 -0.4 -0.641
C -3.5305 0.1349 5.6874 0.0 0.2 1.0 -0.767
O -3.7429 -0.5004 4.4175 0.3 0.1 -0.3 -0.477
C -4.8030 -1.4607 4.4207 -0.6 -0.2 0.6 -0.662
H -2.1451 5.8101 4.7929 0.0 -0.4 0.3 0.282
H -1.8109 5.4273 3.1503 0.6 0.1 -0.2 0.295
H -0.4482 5.5738 4.4327 0.1 0.3 -0.6 0.324
H 0.1958 3.5316 3.3174 0.0 0.3 0.1 0.669
H -1.2703 2.6444 2.8184 0.0 0.4 -0.3 -0.210
H 0.0770 2.2111 5.4884 0.0 0.1 -0.1 0.605
H 0.5115 1.3371 4.0246 -0.1 -0.2 0.0 -0.412
H -0.8530 0.2685 5.5120 -0.4 -0.4 -0.1 0.130
H -3.0764 2.0365 4.8973 0.3 0.3 0.2 0.348
H -2.2629 1.7084 6.4857 -0.4 0.3 0.0 0.418
H -4.4798 0.4900 6.0954 -0.1 0.1 -0.2 0.485
H -3.1727 -0.5804 6.4384 0.2 -0.2 -0.3 0.479
H -4.9013 -1.8892 3.4266 0.2 -0.1 0.0 0.103
H -5.7662 -1.0108 4.6740 0.2 0.3 -0.1 0.360
H -4.6129 -2.2224 5.1803 0.1 -0.1 -0.2 0.363
C -0.3540 -3.3295 -4.2772 -0.9 0.0 -1.0 -1.050
O -0.7384 -2.7769 -3.0048 0.5 -1.1 -0.2 0.024
C -1.0198 -3.8105 -2.0440 -0.5 0.4 1.6 0.494
C -2.4972 -3.8555 -1.6128 0.7 -0.4 -0.5 -0.902
N -2.9796 -2.4943 -1.2577 -1.3 -1.2 -0.3 0.881
C -4.4728 -2.5011 -1.1164 -0.2 -0.2 0.4 -1.208
C -4.9355 -2.9532 0.2664 -0.9 -0.1 -0.5 -0.042
O -4.8616 -4.3531 0.3237 0.9 0.2 0.3 -0.304
C -5.4395 -4.9000 1.4931 -0.2 -0.4 0.3 -0.758
H 0.4665 -4.0482 -4.2929 0.1 0.2 0.7 0.325
H -0.1055 -2.5158 -4.9552 0.0 0.1 0.2 0.204
H -1.2272 -3.8539 -4.6778 0.1 0.0 -0.2 0.396
H -0.4554 -3.5410 -1.1449 0.2 0.0 -0.1 -1.038
H -0.7048 -4.8049 -2.3562 0.1 0.1 -0.4 0.863
H -2.5926 -4.5045 -0.7392 0.1 -0.2 -0.1 0.473
H -3.0635 -4.3612 -2.3978 -0.4 0.5 -0.1 0.529
H -2.6893 -2.4149 -0.2960 0.6 0.6 0.1 -0.889
H -4.9045 -3.2151 -1.8174 0.0 0.2 -0.2 0.416
H -4.9014 -1.5138 -1.3033 0.2 0.1 -0.1 0.401
H -5.9863 -2.6668 0.4105 0.0 0.2 -0.1 0.656
H -4.3750 -2.4326 1.0611 0.3 -0.2 0.1 -0.219
H -5.0255 -4.5004 2.4282 0.1 0.3 -0.2 0.247
H -5.2115 -5.9636 1.5198 -0.1 0.0 -0.3 0.290
H -6.5227 -4.7545 1.4822 0.0 0.0 0.1 0.344
C 3.1638 -0.5216 3.9598 -0.4 0.2 1.2 -0.898
O 2.9679 -0.3840 2.5624 0.3 0.1 -0.1 -0.279
C 3.1724 0.9682 2.1102 -0.8 0.6 0.0 -0.578
C 3.1727 1.0601 0.5924 0.4 -0.1 -0.3 0.300
N 4.0275 -0.0200 0.0724 0.4 0.0 -0.4 -0.279
C 4.1339 -0.0976 -1.4064 -0.3 -0.2 0.2 0.095
C 4.7854 1.0858 -2.1009 -0.3 -0.6 -0.5 -1.338
O 3.8270 2.1102 -2.2606 0.2 -0.1 0.2 0.078
C 4.4525 3.3026 -2.7270 0.3 0.4 0.3 -0.852
H 4.2082 -0.6293 4.2561 0.1 -0.1 -0.3 0.303
H 2.5834 -1.3604 4.3462 0.2 -0.3 -0.4 0.224
H 2.7628 0.3277 4.5224 0.1 0.2 -0.3 0.377
H 4.0876 1.3819 2.5408 0.1 -0.2 0.0 0.613
H 2.3223 1.5438 2.4893 0.2 0.2 0.0 -0.036
H 3.5500 2.0319 0.2642 0.0 0.1 0.3 0.683
H 2.1960 0.9811 0.1114 -0.2 -0.2 0.4 -0.692
H 4.9728 0.1843 0.3977 0.0 -0.2 0.1 0.286
H 3.1450 -0.2412 -1.8533 -0.1 0.3 0.4 -0.448
H 4.6397 -1.0439 -1.6217 0.5 0.3 -0.1 0.419
H 5.0840 0.7169 -3.0900 0.3 0.1 -0.1 0.635
H 5.6914 1.4371 -1.5969 0.0 0.0 0.2 0.501
H 5.1981 3.1061 -3.5021 -0.2 -0.1 -0.1 0.384
H 4.9814 3.7983 -1.9035 -0.1 0.0 0.0 0.340
H 3.6858 3.9709 -3.1037 -0.1 0.0 -0.1 0.110
C -1.6102 4.5327 -6.8068 -0.7 1.0 -0.3 -0.873
O -0.8837 4.7694 -5.6182 -0.3 -0.6 0.3 -0.155
C -0.5803 6.1443 -5.4621 1.4 0.2 -0.3 -0.995
C 0.2971 6.3149 -4.2280 -0.9 0.2 0.2 -0.007
N -0.5650 6.3129 -3.0411 0.6 0.2 -0.1 -0.359
C 0.1699 6.3018 -1.7851 -0.2 -0.5 0.5 -1.223
C 0.5555 4.8735 -1.3944 -0.3 0.8 -0.1 0.196
O -0.6709 4.2105 -1.0724 0.4 -0.1 0.7 -0.546
C -0.4714 3.0125 -0.3601 -0.2 0.1 -0.3 0.052
H -2.4365 5.2561 -6.8713 0.1 -0.1 -0.1 0.357
H -2.1008 3.5604 -6.8334 0.5 -0.2 0.3 0.226
H -0.9934 4.6972 -7.6958 0.1 -0.2 0.0 0.327
H -1.4698 6.7763 -5.4128 -0.1 -0.1 0.1 0.430
H 0.0294 6.4766 -6.3138 -0.2 0.0 -0.1 0.496
H 0.8162 7.2723 -4.2841 0.0 0.0 0.0 0.502
H 1.0605 5.5238 -4.2008 0.0 0.0 -0.2 -0.146
H -1.1391 5.4786 -3.0928 -0.2 0.1 0.2 0.296
H -0.4509 6.6969 -0.9770 -0.2 -0.1 -0.1 0.351
H 1.0425 6.9562 -1.7563 0.1 -0.1 -0.6 0.477
H 1.2264 4.8672 -0.5304 0.0 -0.1 0.0 0.536
H 1.0212 4.3866 -2.2537 0.3 -0.2 0.0 -0.178
H -0.3356 2.2101 -1.0890 -0.1 -0.4 0.3 -0.130
H -1.3389 2.8566 0.2852 -0.2 -0.2 -0.3 0.058
H 0.3752 3.0100 0.3371 0.2 0.3 -0.2 0.262
C 1.9332 0.0485 -3.9864 0.0 -0.3 -0.1 -1.936
C 0.7466 0.9329 -3.5618 1.4 -0.1 -1.2 3.394
C 0.7481 2.2793 -4.2656 0.0 -0.1 -0.3 -1.633
O -0.4276 0.1858 -4.0135 -0.5 0.3 0.2 -0.217
H 1.8508 -0.2434 -5.0353 -0.1 0.1 0.0 0.547
H 1.9106 -0.8820 -3.4083 -0.1 0.0 -0.1 0.284
H 2.9303 0.4742 -3.8716 -0.3 0.4 0.1 0.079
H 0.7529 0.9963 -2.4769 -0.5 0.1 0.0 -2.077
H 1.7140 2.7751 -4.1777 0.0 0.0 0.2 0.027
H -0.0459 2.9748 -3.9917 0.0 -0.1 0.3 0.521
H 0.6043 2.1129 -5.3409 0.1 0.0 0.0 0.634
H -0.6240 0.4956 -4.9091 0.2 0.0 0.0 0.261
```
Forces are in eV/Å.

ORCA calculation (ωB97M-V/def2-TZVPD) on an isolated molecule of C2H6ClN at a distorted geometry.

Output
HOMO level: -9.52 eV
energy relative to the best compared isomer or geometry (same formula, charge and spin): 98.1 kJ/mol
gap between HOMO and LUMO: 10.52 eV
SMILES: NCCCl

The geometry in XYZ format:
```
10
Properties=species:S:1:pos:R:3:forces:R:3:mulliken_charge:R:1
N 1.8048 -0.5458 -0.8622 0.4 1.6 3.8 -0.528
C 0.4168 -0.5323 -1.1438 -1.4 0.2 -1.9 -0.212
C -0.5580 -0.5680 0.0037 1.8 -2.0 4.0 -0.526
Cl -0.8755 0.9210 0.9793 0.2 0.3 -0.6 -0.189
H 1.8652 -0.7301 0.1498 0.7 0.3 -0.6 0.204
H 2.3393 -1.2286 -1.2958 0.7 -1.5 -1.2 0.235
H 0.2530 -1.4492 -1.7455 -0.8 0.8 -0.2 0.240
H 0.2292 0.4186 -1.6701 -0.4 -0.6 -0.5 0.202
H -1.5316 -1.0192 -0.0795 -0.2 0.0 -1.0 0.355
H -0.0587 -1.2264 0.8690 -0.9 1.0 -1.9 0.218
```
Forces are in eV/Å.